DFT (the ωB97M-V functional and the def2-TZVPD basis) results for a cluster of 2 separate species, C4H15N2O in total in a non-equilibrium geometry.

Cartesian coordinates (Å):
C1 -0.165 -0.190 -1.874
N1 1.032 -0.109 -2.695
C2 0.244 0.269 -0.461
N2 -0.909 -0.036 0.490
C3 -0.935 -1.423 0.984
C4 0.680 1.748 -0.444
H1 -0.989 0.436 -2.217
H2 -0.546 -1.207 -1.762
H3 0.805 -0.253 -3.668
H4 1.708 -0.776 -2.352
H5 1.030 -0.384 -0.091
H6 -0.880 0.562 1.322
H7 -1.776 0.183 -0.003
H8 -0.373 -1.575 1.888
H9 -1.962 -1.726 1.136
H10 -0.545 -2.165 0.285
H11 1.762 1.717 -0.325
H12 0.468 2.201 -1.407
H13 0.238 2.285 0.387
H14 0.218 -0.005 4.357
H15 0.793 0.520 3.054
O1 0.102 -0.072 3.397

- Charge: +1
- E_HOMO: -13.309 eV

---

DFT (the ωB97M-V functional and the def2-TZVPD basis) results for a cluster of 2 separate species, C4H15N2O in total in a non-equilibrium geometry.

Cartesian coordinates (Å):
C1 2.083 0.972 -1.025
C2 0.715 0.466 -0.659
C3 0.018 0.796 0.673
C4 -0.958 -0.316 1.163
N1 -2.173 0.154 0.354
N2 -0.294 0.783 -1.698
H1 2.340 0.863 -2.107
H2 2.321 2.060 -1.158
H3 2.786 0.626 -0.204
H4 0.716 -0.678 -0.441
H5 0.861 0.787 1.458
H6 -0.429 1.765 0.964
H7 -1.190 -0.373 2.224
H8 -0.532 -1.298 0.835
H9 -2.613 1.058 0.505
H10 -1.925 0.462 -0.676
H11 -2.931 -0.739 0.161
H12 -0.272 1.755 -2.050
H13 -0.542 0.223 -2.510
H14 0.810 -2.813 2.142
H15 0.851 -3.574 0.730
O1 0.357 -2.977 1.321

- Charge: +1
- E_HOMO: -13.386 eV

---

DFT (the ωB97M-V functional and the def2-TZVPD basis) results for a cluster of 2 separate species, C4H15N2O in total in a non-equilibrium geometry.

Cartesian coordinates (Å):
C1 2.180 1.314 0.668
C2 0.890 0.557 0.361
C3 0.926 -0.094 -1.024
C4 -0.190 -1.106 -1.268
N1 -1.514 -0.507 -0.902
N2 -0.292 1.462 0.335
H1 3.032 0.641 0.792
H2 2.027 1.903 1.585
H3 2.462 2.025 -0.114
H4 0.758 -0.169 1.164
H5 1.876 -0.618 -1.138
H6 0.885 0.710 -1.763
H7 -0.193 -1.410 -2.305
H8 -0.059 -1.995 -0.660
H9 -2.061 -0.349 -1.745
H10 -1.327 0.434 -0.466
H11 -2.094 -1.096 -0.293
H12 -0.006 2.322 -0.134
H13 -0.541 1.769 1.271
H14 -1.933 -1.441 2.397
H15 -2.511 -2.644 1.690
O1 -2.315 -1.706 1.549

- Charge: +1
- E_HOMO: -14.122 eV

---

DFT (the ωB97M-V functional and the def2-TZVPD basis) results for a cluster of 2 separate species, C4H15N2O in total in a non-equilibrium geometry.

Cartesian coordinates (Å):
C1 0.144 -0.629 1.243
N1 -0.606 0.194 2.188
C2 0.676 0.330 0.091
N2 -0.565 1.248 -0.236
C3 1.856 0.306 -2.233
C4 1.366 -0.457 -1.014
H1 -0.347 -1.643 0.899
H2 1.092 -1.039 1.828
H3 -1.557 -0.098 2.275
H4 -0.205 0.376 3.093
H5 1.427 0.954 0.723
H6 -1.219 0.775 -0.478
H7 -0.986 1.629 0.733
H8 -0.456 1.984 -0.901
H9 2.513 -0.365 -2.864
H10 2.523 1.229 -2.018
H11 1.281 0.626 -3.091
H12 0.679 -1.347 -1.328
H13 2.203 -0.882 -0.514
H14 -3.207 -1.517 1.211
H15 -3.622 -0.800 -0.129
O1 -2.989 -0.872 0.520

- Charge: +1
- E_HOMO: -13.803 eV

---

DFT (the ωB97M-V functional and the def2-TZVPD basis) results for a cluster of 2 separate species, C4H15N2O in total in a non-equilibrium geometry.

Cartesian coordinates (Å):
C1 2.142 0.276 2.143
C2 1.458 -0.078 0.854
C3 0.465 -1.256 0.947
C4 -0.212 -1.702 -0.328
N1 -1.381 -0.906 -0.672
N2 0.834 1.215 0.287
H1 2.590 -0.631 2.547
H2 2.974 0.934 1.941
H3 1.487 0.820 2.823
H4 2.147 -0.381 0.077
H5 1.064 -2.115 1.253
H6 -0.215 -1.104 1.784
H7 -0.609 -2.736 -0.358
H8 0.386 -1.589 -1.246
H9 -2.027 -0.677 0.104
H10 0.184 1.066 -0.464
H11 -1.951 -1.138 -1.495
H12 0.238 1.633 1.011
H13 1.592 1.860 0.074
H14 -3.637 2.015 -2.483
H15 -2.481 2.535 -3.283
O1 -2.758 1.745 -2.789

- Charge: +2
- E_HOMO (spin up / spin down): -17.794 / -17.768 eV
- ⟨S²⟩: 0.7542
- Spin multiplicity: 2

---

DFT (the ωB97M-V functional and the def2-TZVPD basis) results for a structure of composition C4H15N2O2 in a non-equilibrium geometry.

Cartesian coordinates (Å):
N1 1.925 0.554 0.919
C1 0.681 0.711 0.290
C2 -0.002 2.132 0.398
O1 0.951 -1.490 2.339
C3 -0.473 0.290 0.992
N2 -1.256 0.583 -1.759
C4 -1.232 -0.579 -2.518
H1 1.830 -0.274 1.602
H2 1.194 -2.086 3.062
H3 2.292 1.415 1.259
H4 0.751 0.345 -0.755
H5 -0.868 2.203 -0.236
H6 -0.208 2.551 1.382
H7 0.671 2.859 -0.035
H8 -0.352 -0.128 2.010
H9 -1.405 0.088 0.501
H10 -1.771 1.244 -2.358
H11 -0.707 -1.363 -1.976
H12 -2.275 -0.918 -2.708
H13 -0.735 -0.437 -3.507
H14 0.340 -3.301 0.013
H15 0.464 -2.033 1.016
O2 0.185 -2.366 0.069

- Charge: +1
- E_HOMO: -12.431 eV

---

DFT (the ωB97M-V functional and the def2-TZVPD basis) results for a cluster of 3 separate species, C4H15N2O2 in total in a non-equilibrium geometry.

Cartesian coordinates (Å):
C1 -0.551 -0.555 -1.212
C2 0.770 -0.918 -0.602
C3 1.694 0.266 -0.610
C4 2.274 0.825 -1.675
N1 2.284 0.550 0.630
N2 -1.400 0.404 -0.400
H1 -0.566 -0.311 -2.275
H2 -1.145 -1.507 -1.205
H3 0.514 -1.266 0.386
H4 1.072 -1.711 -1.312
H5 3.160 1.463 -1.651
H6 1.941 0.610 -2.719
H7 2.700 1.461 0.762
H8 2.753 -0.182 1.162
H9 -2.225 -0.081 0.049
H10 -0.688 0.794 0.295
H11 -1.652 1.268 -0.852
H12 -3.715 -0.450 1.212
H13 -2.874 -1.782 1.061
O1 -3.488 -1.199 0.618
H14 0.357 0.942 2.411
H15 -0.612 0.497 3.407
O2 -0.604 0.883 2.520

- Charge: +1
- E_HOMO: -12.118 eV

---

DFT (the ωB97M-V functional and the def2-TZVPD basis) results for a cluster of 3 separate species, C4H15N2O4 in total in a non-equilibrium geometry.

Cartesian coordinates (Å):
C1 0.391 -1.090 -1.462
N1 1.811 -1.361 -1.457
C2 2.785 -0.267 -1.155
O1 3.346 0.030 -2.432
C3 -0.166 0.062 -0.625
N2 0.317 0.097 0.769
C4 -0.612 1.056 1.606
O2 -1.874 0.672 1.504
H1 0.096 -0.944 -2.525
H2 -0.168 -2.036 -1.298
H3 2.053 -2.015 -0.700
H4 2.419 0.705 -0.806
H5 3.627 -0.643 -0.556
H6 3.449 -0.752 -2.976
H7 -1.252 0.059 -0.821
H8 0.128 1.016 -1.044
H9 0.376 -0.838 1.166
H10 -0.536 2.022 1.073
H11 -0.095 1.149 2.581
H12 -3.151 2.631 -0.417
H13 -2.766 1.387 0.473
O3 -3.267 1.677 -0.379
H14 -2.417 -0.311 2.531
H15 -1.989 -1.105 3.879
O4 -2.503 -1.200 3.072

- Charge: -1
- E_HOMO: -4.326 eV

---

DFT (the ωB97M-V functional and the def2-TZVPD basis) results for a cluster of 2 separate species, C4H15N2S in total.

Cartesian coordinates (Å):
C1 1.294 -0.931 -1.557
N1 1.216 -1.041 -3.000
C2 1.589 0.516 -1.209
N2 1.727 0.684 0.283
H1 2.108 -1.566 -1.218
H2 0.388 -1.248 -1.009
H3 1.106 -2.010 -3.273
H4 0.399 -0.552 -3.355
H5 0.757 1.154 -1.508
H6 2.513 0.879 -1.664
H7 1.995 1.648 0.480
H8 0.807 0.541 0.793
H9 2.452 0.074 0.659
C3 -1.405 -1.162 1.975
S1 -1.141 0.608 1.686
C4 -2.119 0.843 0.186
H10 -2.310 -1.460 1.442
H11 -1.552 -1.328 3.037
H12 -0.566 -1.763 1.631
H13 -2.087 1.904 -0.046
H14 -1.747 0.273 -0.656
H15 -3.151 0.574 0.388

- Charge: +1
- E_HOMO: -12.901 eV

---

DFT (the ωB97M-V functional and the def2-TZVPD basis) results for a cluster of 2 separate species, C4H15N2S in total in a non-equilibrium geometry.

Cartesian coordinates (Å):
C1 1.333 -0.067 -2.457
C2 1.172 -1.450 -1.841
N1 0.228 -1.401 -0.687
H1 1.925 -0.123 -3.357
H2 0.365 0.337 -2.716
H3 1.824 0.621 -1.755
H4 0.793 -2.170 -2.564
H5 2.096 -1.799 -1.462
H6 0.568 -0.820 0.127
H7 -0.028 -2.330 -0.333
H8 -0.637 -0.898 -0.915
C3 -0.365 1.407 1.978
C4 -1.798 1.071 1.605
S1 -2.093 0.891 -0.193
N2 0.572 0.286 1.814
H9 0.002 2.236 1.409
H10 -0.399 1.721 3.017
H11 -2.092 0.156 2.099
H12 -2.461 1.872 1.959
H13 -3.119 0.032 -0.097
H14 1.504 0.664 1.711
H15 0.607 -0.233 2.658

- Charge: +1
- E_HOMO: -13.021 eV

---

DFT (the ωB97M-V functional and the def2-TZVPD basis) results for a cluster of 2 separate species, C4H15N3O in total in a non-equilibrium geometry.

Cartesian coordinates (Å):
N1 1.941 -1.365 -1.131
C1 1.165 -2.019 -0.066
C2 0.875 -1.116 1.233
C3 0.505 0.380 0.759
N2 -0.385 0.616 -0.353
C4 -0.380 2.065 -0.681
N3 -1.709 2.551 -1.032
H1 2.914 -1.238 -0.892
H2 1.653 -0.397 -1.182
H3 0.103 -2.122 -0.473
H4 1.694 -2.980 0.166
H5 0.154 -1.649 1.991
H6 1.766 -1.053 1.832
H7 1.515 0.747 0.409
H8 0.310 1.028 1.641
H9 -0.144 0.062 -1.208
H10 -0.114 2.751 0.219
H11 0.426 2.193 -1.439
H12 -2.351 2.169 -0.428
H13 -2.059 2.283 -1.940
O1 -2.895 -1.162 0.659
H14 -2.813 -1.070 1.595
H15 -2.170 -0.675 0.320

- Charge: 0
- E_HOMO: -9.211 eV
- SMILES: NCCCNCN.O

---

DFT (the ωB97M-V functional and the def2-TZVPD basis) results for a cluster of 3 separate species, C4H15N3O in total in a non-equilibrium geometry.

Cartesian coordinates (Å):
C1 -0.273 -0.877 0.803
C2 0.886 -1.116 -0.021
C3 2.190 -1.147 0.779
N1 0.347 1.410 1.716
N2 -1.620 -0.649 -0.085
C4 -2.070 0.709 -0.297
N3 -1.239 1.664 -0.944
H1 -0.081 0.033 1.448
H2 -0.669 -1.661 1.400
H3 1.139 -0.095 -0.670
H4 0.845 -1.746 -0.887
H5 2.439 -0.148 1.110
H6 2.982 -1.329 0.026
H7 0.560 1.575 2.650
H8 2.111 -1.884 1.552
H9 0.754 2.080 0.945
H10 -3.038 0.819 -0.739
H11 -2.383 1.129 0.729
H12 -0.881 1.515 -1.871
H13 -0.455 1.702 -0.247
H14 -0.070 -0.527 -3.581
H15 -1.498 -1.015 -1.118
O1 0.024 -0.442 -2.700

- Charge: 0
- E_HOMO: -8.084 eV

---

DFT (the ωB97M-V functional and the def2-TZVPD basis) results for a cluster of 2 separate species, C4H15N3O in total in a non-equilibrium geometry.

Cartesian coordinates (Å):
C1 2.392 -0.620 1.361
N1 1.201 -0.343 0.539
C2 0.000 -0.464 1.365
C3 -1.301 -0.141 0.669
N2 -1.443 1.290 0.264
C4 -1.637 1.466 -1.174
N3 -0.387 1.375 -1.936
H1 2.372 -0.006 2.270
H2 2.370 -1.660 1.680
H3 3.287 -0.430 0.777
H4 1.310 0.639 0.304
H5 0.063 0.174 2.264
H6 -0.082 -1.494 1.722
H7 -1.438 -0.728 -0.232
H8 -2.115 -0.342 1.369
H9 -0.591 1.787 0.484
H10 -2.260 0.646 -1.512
H11 -2.114 2.432 -1.319
H12 -0.446 0.623 -2.614
H13 -0.046 2.206 -2.384
O1 0.146 -2.086 -1.655
H14 0.277 -2.928 -1.200
H15 0.441 -1.395 -1.043

- Charge: 0
- E_HOMO: -8.791 eV
- SMILES: CNCCNCN.O

---

DFT (the ωB97M-V functional and the def2-TZVPD basis) results for a cluster of 2 separate species, C4H15N3O in total in a non-equilibrium geometry.

Cartesian coordinates (Å):
C1 2.139 0.073 1.379
C2 0.854 -0.658 1.000
C3 -0.063 0.059 0.005
C4 0.101 -0.209 -1.291
N1 -0.906 0.259 -2.290
N2 -1.021 0.870 0.548
N3 2.999 -0.848 2.225
H1 2.610 0.468 0.487
H2 1.905 0.876 2.071
H3 0.224 -0.905 1.850
H4 1.122 -1.578 0.498
H5 0.753 -0.949 -1.727
H6 -0.992 1.277 -2.216
H7 -0.628 0.031 -3.245
H8 -1.867 -0.091 -2.091
H9 -1.832 1.121 0.006
H10 -1.106 0.824 1.546
H11 3.205 -0.515 3.170
H12 3.882 -1.121 1.794
H13 2.496 -1.715 2.401
H14 -3.872 -0.172 -0.616
H15 -4.300 0.605 -1.875
O1 -3.525 0.325 -1.371

- Charge: +2
- E_HOMO: -16.206 eV

---

DFT (the ωB97M-V functional and the def2-TZVPD basis) results for a cluster of 3 separate species, C4H15NO2 in total in a non-equilibrium geometry.

Cartesian coordinates (Å):
C1 -2.220 0.178 -0.294
C2 -1.269 -0.150 0.818
N1 0.163 -0.166 0.364
C3 0.969 -1.090 1.163
C4 2.308 -1.360 0.516
H1 -2.475 -0.694 -0.903
H2 -3.166 0.598 0.068
H3 -2.030 0.924 -1.064
H4 -1.464 -1.178 1.143
H5 -1.320 0.648 1.560
H6 0.049 -0.594 -0.556
H7 0.387 -2.010 1.293
H8 1.079 -0.658 2.155
H9 2.671 -0.432 0.056
H10 2.260 -2.096 -0.288
H11 3.054 -1.670 1.243
O1 -0.391 0.244 -2.894
H12 -1.068 0.877 -3.136
H13 0.375 0.716 -2.554
O2 0.853 2.820 0.148
H14 0.577 1.890 0.155
H15 0.657 3.204 1.006

- Charge: 0
- E_HOMO: -9.524 eV
- SMILES: CCNCC.O.O

---

DFT (the ωB97M-V functional and the def2-TZVPD basis) results for a cluster of 3 separate species, C4H15NO2 in total in a non-equilibrium geometry.

Cartesian coordinates (Å):
C1 0.147 -0.298 1.646
C2 -0.497 -0.966 0.414
C3 -1.620 -0.227 -0.296
C4 0.721 -1.202 -0.523
N1 -0.586 0.134 2.811
H1 1.023 0.343 1.398
H2 0.802 -1.095 2.039
H3 -0.841 -1.981 0.603
H4 -1.418 0.830 -0.468
H5 -2.542 -0.216 0.306
H6 -1.868 -0.679 -1.259
H7 1.274 -2.053 -0.127
H8 0.402 -1.347 -1.540
H9 1.307 -0.285 -0.602
H10 -0.829 -0.668 3.409
H11 -1.492 0.563 2.575
H12 0.588 0.628 -2.037
H13 0.480 0.501 -3.521
O1 0.486 1.174 -2.830
H14 1.213 2.839 -0.148
H15 1.549 1.934 -1.401
O2 1.700 2.071 -0.449

- Charge: +1
- E_HOMO (spin up / spin down): -14.830 / -14.799 eV
- ⟨S²⟩: 0.7547
- Spin multiplicity: 2

---

DFT (the ωB97M-V functional and the def2-TZVPD basis) results for a cluster of 3 separate species, C4H15NO3 in total.

Cartesian coordinates (Å):
C1 0.409 3.224 1.299
C2 0.382 1.698 1.307
C3 0.706 1.040 -0.044
N1 -0.453 0.412 -0.726
C4 1.749 -0.053 0.124
O1 2.019 -0.747 -1.073
H1 0.158 3.643 0.332
H2 1.393 3.609 1.568
H3 -0.377 3.666 1.918
H4 -0.552 1.298 1.683
H5 1.121 1.354 2.026
H6 1.165 1.753 -0.728
H7 -1.126 1.147 -0.927
H8 -0.912 -0.177 -0.034
H9 1.445 -0.785 0.868
H10 2.688 0.389 0.478
H11 1.301 -0.641 -1.708
O2 -4.544 -0.450 -0.809
H12 -5.480 -0.221 -0.725
H13 -4.199 0.318 -1.286
O3 0.729 -4.532 -0.003
H14 -0.175 -4.299 0.269
H15 1.011 -3.766 -0.516

- Charge: 0
- E_HOMO: -9.930 eV
- SMILES: CC[C@H](N)CO.O.O

---

DFT (the ωB97M-V functional and the def2-TZVPD basis) results for a cluster of 4 separate species, C4H15NO3 in total in a non-equilibrium geometry.

Cartesian coordinates (Å):
C1 -0.453 1.089 -0.817
C2 0.842 0.936 -0.519
C3 1.253 -0.131 0.454
N1 1.873 1.736 -1.056
C4 2.814 1.268 -2.066
H1 -1.150 0.477 -0.256
H2 -0.905 1.842 -1.447
H3 2.309 -0.356 0.257
H4 0.632 -1.012 0.500
H5 1.224 0.243 1.499
H6 1.435 2.618 -1.247
H7 3.755 0.915 -1.653
H8 2.878 2.173 -2.684
H9 2.473 0.441 -2.704
O1 -1.665 -3.694 -1.472
H10 -1.646 -4.368 -0.796
H11 -1.110 -3.061 -0.997
O2 -0.948 -4.152 1.495
H12 -0.002 -4.192 1.618
H13 -1.278 -4.912 2.009
O3 -4.157 4.419 3.347
H14 -4.508 3.920 2.616
H15 -3.665 3.801 3.918

- Charge: 0
- E_HOMO: -8.386 eV
- SMILES: C=C(C)NC.O.O.O

---

DFT (the ωB97M-V functional and the def2-TZVPD basis) results for a cluster of 3 separate species, C4H15NO3 in total in a non-equilibrium geometry.

Cartesian coordinates (Å):
C1 -1.789 1.619 -1.817
C2 -1.083 0.305 -1.993
C3 0.127 -0.021 -1.013
N1 -0.335 -0.364 0.349
C4 0.347 0.210 1.412
O1 0.097 1.621 1.609
H1 -1.156 2.333 -2.333
H2 -1.972 1.954 -0.812
H3 -2.755 1.557 -2.223
H4 -0.848 0.337 -3.047
H5 -1.761 -0.559 -1.875
H6 0.601 -0.926 -1.351
H7 0.847 0.690 -0.852
H8 -1.363 -0.351 0.473
H9 -0.132 -0.353 2.392
H10 1.406 0.087 1.233
H11 -0.285 1.951 2.412
O2 5.873 -2.777 -0.854
H12 5.775 -1.786 -0.914
H13 6.313 -2.979 -1.700
O3 -2.975 -0.649 3.572
H14 -2.582 -1.436 3.126
H15 -2.347 -0.466 4.207

- Charge: 0
- E_HOMO: -8.875 eV
- SMILES: CCCNCO.O.O

---

DFT (the ωB97M-V functional and the def2-TZVPD basis) results for a cluster of 4 separate species, C4H15NO3 in total in a non-equilibrium geometry.

Cartesian coordinates (Å):
C1 -1.614 -0.006 0.407
C2 -0.414 0.407 -0.004
C3 0.418 -0.342 -1.017
N1 0.112 1.670 0.346
C4 1.406 1.677 1.030
H1 -2.192 -0.716 -0.178
H2 -2.289 0.637 0.968
H3 1.448 0.014 -1.039
H4 0.009 -0.121 -2.002
H5 0.347 -1.416 -0.906
H6 -0.573 2.198 0.872
H7 2.214 1.848 0.316
H8 1.657 0.776 1.598
H9 1.438 2.500 1.732
O1 -1.572 -3.448 -0.502
H10 -1.173 -3.274 0.370
H11 -1.162 -4.265 -0.800
O2 0.024 -2.509 1.687
H12 0.914 -2.776 1.944
H13 0.186 -1.740 1.121
O3 0.355 3.315 -2.106
H14 0.018 2.592 -2.641
H15 0.442 2.979 -1.197

- Charge: 0
- E_HOMO: -8.957 eV
- SMILES: C=C(C)NC.O.O.O

---

How do the records compare in relative energy (zero: lowest compared OMol25 entry of this formula, charge and spin)? In the order shown, they have 110.6, 288.5, 8.3, 278.3, 91.2, 1081.1, 182.6, 15.2, 58.3, 11.2, 182.7, 1042.4, 93.8, 89.9, 107.4, 122.8, 72.9, 162.0, 187.8, 102.7 kJ/mol.